[1]
36
Properties=species:S:1:pos:R:3 method="wB97M-V/def2-TZVPD" e_above_lowest_ev=2.908 e_tot_ev=-17778.955 homo_lumo_gap_ev=8.597 smiles=CCCN(C)CCN.O.O.O.O
C -0.035 -1.580 -1.047
C 0.185 -3.076 -1.261
C -1.238 -1.313 -0.115
N -1.381 0.150 0.340
C -2.838 0.392 0.400
C -0.660 1.119 -0.427
C -0.461 2.515 0.140
N 0.818 3.085 -0.105
H 0.793 -1.042 -0.580
H 0.038 -0.902 -1.910
H 0.952 -3.510 -0.642
H 0.376 -3.295 -2.327
H -0.812 -3.513 -1.249
H -2.098 -1.710 -0.636
H -1.029 -1.782 0.856
H -3.187 0.074 1.376
H -2.912 1.497 0.518
H -3.430 0.134 -0.475
H 0.353 0.692 -0.519
H -0.931 1.330 -1.503
H -0.716 2.478 1.237
H -1.326 3.187 0.040
H 1.574 2.769 0.488
H 1.079 3.360 -1.035
H 3.036 0.974 -1.073
H 4.168 0.316 -1.793
O 3.216 0.267 -1.695
H 2.680 -1.193 1.139
H 3.192 0.211 1.200
O 3.141 -0.591 1.724
H 3.317 2.054 2.026
H 1.919 1.866 2.663
O 2.478 2.516 2.235
H -3.739 -2.742 -0.025
H -2.878 -2.092 1.122
O -3.643 -2.646 0.913

[2]
37
Properties=species:S:1:pos:R:3 method="wB97M-V/def2-TZVPD" total_charge=+2 e_above_lowest_ev=0.000 e_tot_ev=-19813.641 homo_lumo_gap_ev=10.321
C -1.752 -1.300 2.510
C -1.178 -2.068 1.351
C -1.572 -1.618 -0.058
C -1.138 -0.251 -0.435
C -0.962 0.164 -1.691
N -0.195 1.356 -1.847
C 0.701 1.497 -2.733
N 0.352 -2.143 1.482
H -1.570 -1.825 3.448
H -2.835 -1.195 2.485
H -1.260 -0.326 2.560
H -1.458 -3.118 1.324
H -2.662 -1.741 -0.125
H -1.294 -2.380 -0.788
H -0.896 0.478 0.331
H -1.403 -0.234 -2.591
H -0.401 2.100 -1.145
H 0.862 0.746 -3.489
H 1.301 2.394 -2.711
H 0.645 -2.561 2.362
H 0.646 -2.688 0.651
H 0.752 -1.198 1.403
H 0.543 1.258 1.844
H 1.934 1.338 2.237
O 1.365 0.775 1.692
H -2.455 2.292 -0.205
H -2.301 3.788 -0.556
O -1.812 2.959 -0.476
H 3.542 0.058 -1.758
H 2.744 0.959 -0.733
O 2.715 0.526 -1.592
H 0.302 3.581 0.301
H 1.760 3.524 -0.047
O 1.028 2.944 0.212
H 1.822 -2.125 -1.584
H 2.324 -3.383 -0.898
O 1.807 -2.583 -0.735

[3]
36
Properties=species:S:1:pos:R:3 method="wB97M-V/def2-TZVPD" e_above_lowest_ev=2.063 e_tot_ev=-18894.950 homo_lumo_gap_ev=10.331 smiles=CCO.CCO.CO.CO.O.O
C 2.808 1.078 2.617
O 3.497 2.211 3.091
H 2.685 0.322 3.392
H 1.830 1.400 2.259
H 3.359 0.604 1.806
H 3.322 2.894 2.440
C -3.112 1.026 0.224
O -3.158 -0.226 -0.506
H -4.102 1.476 0.143
H -2.901 0.827 1.275
H -2.402 1.769 -0.137
H -2.270 -0.434 -0.804
O 1.058 3.225 -0.695
H 0.193 3.636 -0.693
H 0.884 2.297 -0.539
O 0.617 0.623 -0.313
H 0.362 -0.023 -0.972
H 0.297 0.262 0.514
C 0.077 -0.320 -4.342
C -0.956 -0.223 -3.229
O -0.692 -1.045 -2.122
H -0.167 0.228 -5.252
H 0.155 -1.347 -4.700
H 1.061 -0.080 -3.939
H -1.946 -0.496 -3.595
H -1.004 0.800 -2.855
H -1.077 -1.915 -2.255
C 0.824 -2.731 2.327
C -0.329 -1.899 1.713
O -0.190 -0.560 1.988
H 1.749 -2.177 2.163
H 0.927 -3.761 1.986
H 0.777 -2.854 3.409
H -1.281 -2.240 2.118
H -0.355 -2.008 0.628
H -0.539 -0.341 2.854

[4]
36
Properties=species:S:1:pos:R:3 method="wB97M-V/def2-TZVPD" e_above_lowest_ev=4.792 e_tot_ev=-18892.221 homo_lumo_gap_ev=10.618 smiles=CO.CO.CO.CO.CO.CO
C 18.471 19.193 22.119
O 18.720 18.406 23.293
H 19.375 19.567 21.638
H 17.932 18.447 21.534
H 17.908 20.109 22.296
H 17.919 18.248 23.797
C 18.998 12.835 20.944
O 19.520 11.652 21.488
H 18.135 13.034 21.580
H 19.699 13.665 21.024
H 18.678 12.618 19.925
H 19.835 11.793 22.384
C 25.976 17.920 20.905
O 27.270 17.884 20.297
H 25.219 18.236 20.187
H 25.712 16.932 21.284
H 25.922 18.610 21.747
H 27.902 17.736 21.004
C 16.969 17.149 29.762
O 16.628 16.943 31.135
H 16.962 16.147 29.333
H 16.174 17.757 29.331
H 17.928 17.648 29.626
H 16.706 17.764 31.627
C 12.986 19.315 24.074
O 13.629 18.063 24.295
H 13.390 20.174 24.609
H 12.992 19.472 22.995
H 11.913 19.184 24.215
H 13.272 17.434 23.663
C 23.071 23.605 17.653
O 23.227 23.655 16.238
H 23.801 22.910 18.068
H 23.283 24.532 18.185
H 22.092 23.183 17.881
H 23.367 22.755 15.935

[5]
36
Properties=species:S:1:pos:R:3 method="wB97M-V/def2-TZVPD" e_above_lowest_ev=1.484 e_tot_ev=-18895.529 homo_lumo_gap_ev=10.651 smiles=CCO.CCO.CCO.O.O.O
C 3.576 1.756 0.915
C 2.591 1.304 1.852
O 1.517 0.654 1.175
H 4.024 0.945 0.317
H 4.373 2.260 1.357
H 3.091 2.387 0.139
H 2.228 2.055 2.588
H 3.100 0.584 2.511
H 1.744 -0.248 0.813
C -2.573 -2.222 0.449
C -1.849 -2.299 -0.956
O -1.633 -1.019 -1.540
H -3.662 -2.210 0.362
H -2.114 -1.367 0.937
H -2.386 -3.096 1.062
H -2.339 -2.887 -1.599
H -0.877 -2.716 -0.834
H -2.273 -0.290 -1.316
C -1.750 1.223 1.262
C -2.227 2.076 0.065
O -3.050 1.245 -0.822
H -0.896 0.665 1.047
H -2.614 0.586 1.427
H -1.593 1.759 2.183
H -1.385 2.395 -0.573
H -2.876 2.871 0.397
H -3.654 1.782 -1.370
O 2.223 -1.424 -2.476
H 1.817 -0.600 -2.177
H 2.879 -1.189 -3.105
O 1.653 -1.933 0.266
H 1.897 -1.962 -0.680
H 1.754 -2.874 0.481
O 0.611 0.776 -1.695
H 0.715 0.980 -0.743
H -0.041 0.035 -1.719

[6]
37
Properties=species:S:1:pos:R:3 method="wB97M-V/def2-TZVPD" total_charge=-1 e_above_lowest_ev=2.067 e_tot_ev=-17357.536 multiplicity=3 homo_lumo_gap_ev="7.186 / 6.299"
Pt -0.805 0.930 -0.149
B -3.374 1.709 -1.766
H -2.437 2.116 -2.112
H -3.279 0.640 -1.648
H -3.498 2.127 -0.779
H -4.091 1.971 -2.528
B 1.808 2.676 0.289
H 1.020 3.245 -0.179
H 2.146 1.836 -0.298
H 2.632 3.343 0.490
H 1.370 2.297 1.199
C 0.792 -4.590 0.482
C 0.528 -3.235 1.041
O -0.747 -2.636 0.799
H 0.105 -5.262 0.996
H 1.818 -4.936 0.613
H 0.669 -4.742 -0.591
H 1.149 -2.497 0.533
H 0.762 -3.272 2.105
C -0.963 1.160 5.075
C -1.356 2.421 4.291
O -1.954 1.908 3.119
H -0.233 0.693 4.415
H -1.771 0.442 5.213
H -0.491 1.379 6.033
H -0.467 3.051 4.293
H -2.141 2.906 4.873
H -2.785 1.498 3.371
C 2.646 -0.546 -4.619
C 1.367 -1.215 -4.109
O 0.389 -0.271 -3.687
H 3.040 0.177 -3.905
H 2.372 -0.018 -5.533
H 3.375 -1.336 -4.800
H 1.648 -1.825 -3.251
H 0.927 -1.925 -4.809
H -0.170 -0.220 -4.466